[1]
# C31H33BN10O4V

A molecular structure, C31H33BN10O4V (ωB97M-V with the def2-TZVPD basis set, the Open Molecules 2025 dataset).

- ΔE to the lowest compared entry with this formula, charge and spin (eV) = 0.691
- E_HOMO (spin up / spin down) (eV) = -3.49 / -4.16

ORCA input file:
```
! wB97M-V def2-TZVPD RIJCOSX def2/J DEFGRID3
* xyz -1 3
V -0.09 -0.38 0.39
C -1.66 0.02 -3.70
C -0.63 -0.03 -2.76
N -1.05 -0.60 -1.63
N -2.35 -0.92 -1.82
C -2.74 -0.56 -3.05
B -3.04 -1.57 -0.60
N -3.16 -0.51 0.53
C -4.29 0.07 1.00
C -3.93 0.97 1.97
C -2.54 0.89 2.04
N -2.09 -0.01 1.17
N -2.14 -2.73 -0.12
C -2.28 -4.06 -0.32
C -1.17 -4.69 0.18
C -0.37 -3.65 0.68
N -0.96 -2.48 0.48
N -4.44 -2.11 -0.88
C -5.16 -2.88 -0.02
C -6.44 -2.98 -0.50
C -6.41 -2.21 -1.68
N -5.22 -1.69 -1.89
H -1.63 0.41 -4.70
H 0.39 0.32 -2.83
H -3.75 -0.73 -3.37
H -5.25 -0.20 0.60
H -4.58 1.61 2.54
H -1.84 1.43 2.65
H -3.16 -4.45 -0.81
H -0.98 -5.75 0.20
H 0.59 -3.68 1.17
H -4.71 -3.29 0.87
H -7.26 -3.52 -0.07
H -7.21 -2.02 -2.38
O -2.16 2.28 -1.17
C -1.46 3.10 -1.73
C -0.02 3.28 -1.59
C 0.55 4.35 -2.26
C 1.91 4.58 -2.18
C 2.74 3.75 -1.41
C 2.20 2.69 -0.73
C 0.80 2.41 -0.80
O 0.31 1.43 -0.17
N 2.49 5.69 -2.89
O 1.75 6.41 -3.55
O 3.70 5.87 -2.81
H -1.93 3.85 -2.40
H -0.06 5.01 -2.87
H 3.80 3.96 -1.35
H 2.82 2.04 -0.13
C 2.59 -1.15 -1.71
C 3.60 -1.57 -0.64
C 3.32 -2.99 -0.14
C 3.73 -0.61 0.53
C 4.96 0.01 0.71
C 5.22 0.87 1.76
C 4.20 1.09 2.68
C 2.95 0.51 2.56
C 1.93 0.83 3.65
C 1.22 -0.38 4.24
C 0.94 1.91 3.20
C 2.65 -0.33 1.44
N 1.40 -0.80 1.24
H 2.74 -1.75 -2.62
H 2.71 -0.10 -1.97
H 1.56 -1.31 -1.38
H 4.58 -1.58 -1.12
H 2.43 -2.99 0.48
H 4.16 -3.36 0.46
H 3.17 -3.68 -0.98
H 5.75 -0.20 -0.01
H 6.18 1.34 1.87
H 4.39 1.74 3.54
H 2.52 1.27 4.46
H 0.57 -0.86 3.51
H 0.62 -0.08 5.10
H 1.94 -1.13 4.58
H 0.35 1.56 2.35
H 1.47 2.81 2.87
H 0.27 2.18 4.02
*
```

Partial atomic charges computed with the Mulliken method, in multiples of e: V 0.5623; C -1.6256; C -0.2395; N -0.1073; N 0.4469; C 0.1941; B 0.3567; N 0.7667; C -0.1196; C -1.2777; C -0.2889; N -0.0227; N 0.4603; C -0.1611; C -1.4857; C -0.1318; N -0.1733; N 0.5373; C -0.3433; C -1.0225; C -0.2842; N -1.0235; H 0.4175; H 0.4462; H 0.4824; H 0.3352; H 0.4090; H 0.3315; H 0.5164; H 0.4061; H 0.5318; H 0.5724; H 0.4177; H 0.4597; O -0.3476; C -0.8805; C 1.1982; C -0.4343; C -0.6275; C -0.5272; C 0.0810; C -0.7378; O 0.6159; N 1.0193; O -0.6668; O -0.6612; H 0.1377; H 0.4741; H 0.5354; H 0.3416; C -1.2347; C 0.2655; C -1.3808; C 1.1062; C -0.8283; C -1.3583; C -0.8656; C 0.7480; C 0.3686; C -1.5261; C -0.8211; C -0.4622; N -0.0589; H 0.5201; H 0.3214; H 0.0156; H 0.6622; H -0.0917; H 0.4401; H 0.3970; H 0.3387; H 0.3416; H 0.3415; H 0.4913; H 0.0676; H 0.4684; H 0.3631; H -0.3802; H 0.3357; H 0.5509

[2]
# CCl3FO2S

CCl3FO2S in the gas phase at a distorted geometry (ωB97M-V with the def2-TZVPD basis set, the Open Molecules 2025 dataset).

- ΔE to the lowest compared entry with this formula, charge and spin (eV) = 2.878
- E_HOMO (eV) = -10.52

ORCA input file:
```
! wB97M-V def2-TZVPD RIJCOSX def2/J DEFGRID3
* xyz 0 1
C -0.98 -0.21 0.03
O 0.43 1.75 -0.91
O 1.73 -0.02 -0.29
F -1.35 -0.09 -1.26
S 0.54 0.91 0.22
Cl -0.79 -1.98 0.32
Cl -2.28 0.51 1.02
Cl 2.69 -0.87 0.86
*
```

Partial atomic charges computed with the Mulliken method, in multiples of e: C 0.4006; O -0.4598; O -0.2306; F -0.1739; S 0.6335; Cl -0.1235; Cl -0.1224; Cl 0.0762

[3]
# CH3N2OP

CH3N2OP in the gas phase at a distorted geometry (ωB97M-V with the def2-TZVPD basis set, the Open Molecules 2025 dataset).

- ΔE to the lowest compared entry with this formula, charge and spin (eV) = 3.399
- E_HOMO (spin up / spin down) (eV) = -9.32 / -9.33

ORCA input file:
```
! wB97M-V def2-TZVPD RIJCOSX def2/J DEFGRID3
* xyz 0 1
C -1.43 -0.15 -0.26
N -0.68 0.66 0.36
N 0.53 1.12 0.05
O 1.00 -1.33 0.29
P 1.61 0.00 0.00
H -2.41 -0.18 0.08
H -1.34 -0.61 -1.17
H 2.73 0.49 0.64
*
```

Partial atomic charges computed with the Mulliken method, in multiples of e: C -0.2088; N -0.2250; N -0.2325; O -0.5028; P 0.4907; H 0.2785; H 0.2812; H 0.1187

[4]
# C4H6O2P

A molecular structure, C4H6O2P at a distorted geometry (ωB97M-V with the def2-TZVPD basis set, the Open Molecules 2025 dataset).

- ΔE to the lowest compared entry with this formula, charge and spin (eV) = 3.365
- E_HOMO (eV) = -2.30

ORCA input file:
```
! wB97M-V def2-TZVPD RIJCOSX def2/J DEFGRID3
* xyz -1 1
C -1.67 -0.98 2.09
C -1.09 -0.78 0.89
C 2.21 1.60 -2.17
C 0.25 -0.61 0.69
O 2.43 2.41 -1.39
O 2.39 1.13 -3.20
P 0.61 0.29 -0.84
H -2.86 -1.06 2.34
H -1.22 -0.98 3.11
H -1.69 -1.08 0.02
H 0.90 -0.21 1.57
H -0.62 1.05 -1.31
H 0.35 -0.79 -1.80
*
```

Partial atomic charges computed with the Mulliken method, in multiples of e: C -0.8669; C -0.0480; C 0.5547; C -0.4596; O -0.3871; O -0.4006; P -0.2098; H 0.1348; H 0.2309; H 0.2477; H 0.1719; H 0.0054; H 0.0267

[5]
# C24H60BF4N3O6

10 unconnected molecules or ions with the total composition C24H60BF4N3O6 at a distorted geometry (ωB97M-V with the def2-TZVPD basis set, the Open Molecules 2025 dataset).

- ΔE to the lowest compared entry with this formula, charge and spin (eV) = 6.419
- E_HOMO (eV) = -9.04

ORCA input file:
```
! wB97M-V def2-TZVPD RIJCOSX def2/J DEFGRID3
* xyz 0 1
C 3.62 -4.33 6.32
C 3.19 -4.30 4.84
C 1.69 -4.03 4.71
N 1.30 -3.87 3.22
C 1.65 -5.06 2.40
C 1.62 -2.46 2.68
C 0.70 -2.17 1.55
C -0.46 -2.99 1.74
C -0.26 -3.73 3.09
H 4.75 -4.41 6.49
H 3.27 -5.15 6.80
H 3.34 -3.53 6.81
H 3.40 -5.24 4.51
H 3.73 -3.32 4.50
H 1.36 -3.14 5.25
H 1.07 -4.76 4.95
H 1.64 -4.73 1.46
H 1.18 -6.02 2.75
H 2.82 -5.08 2.39
H 2.79 -2.45 2.27
H 1.77 -1.86 3.47
H 1.35 -2.58 0.69
H 0.82 -1.00 1.46
H -0.53 -3.62 0.85
H -1.42 -2.51 1.81
H -0.80 -4.44 3.09
H -0.57 -3.26 4.01
B -0.64 1.10 -1.17
F 0.79 1.43 -1.31
F -1.20 2.10 -0.41
F -1.24 1.12 -2.36
F -0.76 -0.05 -0.50
C -3.83 -1.21 -1.65
C -5.30 -1.34 -1.69
N -6.56 -1.33 -1.69
H -3.41 -2.16 -1.39
H -3.37 -0.57 -2.54
H -3.57 -0.50 -0.75
C 2.97 2.59 1.51
C 3.38 1.26 2.07
N 3.74 0.25 2.58
H 2.52 3.11 2.18
H 3.79 3.18 0.90
H 2.30 2.34 0.84
C -4.86 1.44 2.98
C -3.78 1.01 2.00
O -3.66 2.14 1.24
H -4.45 2.34 3.65
H -4.99 0.52 3.59
H -5.66 1.72 2.44
H -4.10 0.08 1.53
H -3.00 0.80 2.39
H -2.88 1.83 0.69
C -5.38 0.59 -5.66
C -4.52 1.57 -4.92
O -3.44 0.86 -4.39
H -4.91 0.42 -6.63
H -6.21 1.08 -5.69
H -5.49 -0.35 -4.90
H -5.06 1.78 -3.85
H -4.01 2.48 -5.27
H -2.81 1.56 -4.07
C -0.23 3.81 4.01
C -0.51 2.88 2.82
O -0.68 3.60 1.66
H -0.80 4.68 4.01
H 0.86 4.25 4.09
H -0.20 3.39 4.87
H -1.42 2.39 2.91
H 0.15 2.19 2.79
H -1.07 3.09 0.89
C 4.61 3.48 -1.78
C 4.08 2.30 -2.66
O 3.32 1.48 -1.76
H 5.29 3.30 -0.75
H 3.94 4.11 -1.23
H 5.10 4.04 -2.45
H 5.15 1.86 -2.87
H 3.69 2.35 -3.55
H 2.46 1.58 -1.63
C 0.47 -2.89 -4.15
C 0.67 -1.56 -3.45
O 0.87 -1.89 -2.05
H 1.36 -3.70 -4.16
H 0.28 -2.53 -4.98
H -0.25 -3.26 -3.65
H -0.14 -0.81 -3.78
H 1.55 -1.05 -3.74
H 0.50 -1.22 -1.66
C 1.04 4.10 -5.33
C 0.64 3.26 -4.09
O 0.86 1.90 -4.42
H 0.62 3.65 -6.27
H 2.08 4.11 -5.59
H 0.76 5.06 -5.14
H -0.40 3.64 -3.84
H 1.30 3.67 -3.29
H 0.60 1.55 -3.64
*
```

Partial atomic charges computed with the Mulliken method, in multiples of e: C -1.8449; C -0.0124; C -1.1463; N 0.3574; C -1.0038; C -1.1688; C 0.2846; C -0.2803; C -1.6500; H 0.3279; H 0.5077; H 0.5479; H 0.4335; H 0.2087; H 0.4576; H 0.6540; H 0.5178; H 0.2353; H 0.3759; H 0.3365; H 0.5014; H 0.1347; H -0.0352; H 0.3760; H 0.3490; H 0.9862; H 0.4689; B 0.2674; F -0.8876; F -0.4112; F 0.0530; F -0.2082; C 0.1703; C 0.0297; N -0.4979; H 0.3447; H 0.0483; H -0.1849; C -0.0294; C 0.5152; N -0.5945; H 0.4819; H 0.0073; H -0.3909; C -1.3634; C -0.1730; O -0.5354; H 0.2257; H 0.3755; H 0.4089; H 0.2596; H 0.5415; H 0.2273; C -1.1096; C -0.1742; O -0.4371; H 0.2863; H 0.4792; H 0.1648; H 0.1836; H 0.3603; H 0.1471; C -1.7147; C 0.2612; O -0.6684; H 0.4133; H 0.2477; H 0.5711; H 0.0598; H 0.3217; H 0.5915; C -1.2980; C -0.3857; O -0.3763; H 0.2570; H 0.4042; H 0.5122; H 0.2316; H 0.6060; H 0.7188; C -1.8367; C 0.3579; O -0.5129; H 0.1804; H 0.6729; H 0.4983; H -0.0394; H 0.3752; H 0.2371; C -1.5660; C 0.4411; O -0.5784; H 0.3262; H 0.3410; H 0.4835; H 0.2224; H 0.0951; H 0.0495

Copy entry 3 word for word.
# CH3N2OP

CH3N2OP in the gas phase at a distorted geometry (ωB97M-V with the def2-TZVPD basis set, the Open Molecules 2025 dataset).

- ΔE to the lowest compared entry with this formula, charge and spin (eV) = 3.399
- E_HOMO (spin up / spin down) (eV) = -9.32 / -9.33

ORCA input file:
```
! wB97M-V def2-TZVPD RIJCOSX def2/J DEFGRID3
* xyz 0 1
C -1.43 -0.15 -0.26
N -0.68 0.66 0.36
N 0.53 1.12 0.05
O 1.00 -1.33 0.29
P 1.61 0.00 0.00
H -2.41 -0.18 0.08
H -1.34 -0.61 -1.17
H 2.73 0.49 0.64
*
```

Partial atomic charges computed with the Mulliken method, in multiples of e: C -0.2088; N -0.2250; N -0.2325; O -0.5028; P 0.4907; H 0.2785; H 0.2812; H 0.1187

Q: ΔE to the lowest compared entry with this formula, charge and spin of number 4 (C4H6O2P)?
A: 3.365 eV

Q: ΔE to the lowest compared entry with this formula, charge and spin of number 3 (CH3N2OP)?
A: 3.399 eV